343
Properties=species:S:1:pos:R:3:mulliken_charge:R:1 method="wB97M-V/def2-TZVPD" homo_ev=-13.12 charge=+4 energy_ha=-5744.42064 gap_ev=7.67 max_force_ev_per_a=4.55
C -25.517 11.716 4.345 -1.40
C -25.272 13.136 4.758 0.18
C -23.769 13.250 5.188 -1.16
N -23.261 14.513 5.783 0.84
C -23.634 15.707 4.901 -0.70
C -23.044 17.042 5.339 -0.21
C -21.552 16.934 5.557 -1.19
C -21.112 15.748 6.386 1.10
C -21.780 14.404 6.001 -1.27
C -23.849 14.728 7.147 -0.78
H -25.163 11.045 5.109 0.36
H -24.887 11.448 3.469 0.35
H -26.626 11.502 4.166 0.36
H -25.869 13.327 5.684 0.13
H -25.603 13.835 4.003 0.35
H -23.217 13.075 4.207 0.45
H -23.458 12.431 5.813 0.47
H -23.350 15.441 3.874 0.54
H -24.705 15.836 4.877 0.35
H -23.238 17.847 4.593 0.51
H -23.551 17.364 6.279 -0.22
H -21.106 16.838 4.579 0.35
H -21.097 17.837 5.941 0.34
H -20.046 15.719 6.455 0.61
H -21.466 15.973 7.408 -0.75
H -21.364 14.014 5.044 0.44
H -21.652 13.516 6.647 0.53
H -23.714 15.759 7.484 -0.16
H -23.361 14.131 7.834 0.51
H -24.925 14.466 7.079 0.14
C -32.878 17.927 18.015 -1.52
C -31.672 17.038 18.233 0.11
C -31.810 15.817 17.308 -0.24
N -30.605 14.894 17.223 0.44
C -30.878 13.747 16.312 0.06
C -29.637 12.860 16.174 -1.19
C -28.466 13.637 15.548 -0.39
C -28.208 14.839 16.396 0.29
C -29.449 15.701 16.596 -1.29
C -30.314 14.367 18.567 -0.85
H -32.938 18.326 16.961 0.20
H -32.877 18.764 18.656 0.49
H -33.809 17.344 18.082 0.38
H -31.614 16.802 19.294 0.33
H -30.759 17.586 18.048 0.10
H -31.878 16.167 16.268 -0.34
H -32.597 15.176 17.588 0.85
H -31.178 14.141 15.347 -0.11
H -31.740 13.118 16.721 0.49
H -29.874 12.071 15.509 0.64
H -29.257 12.435 17.130 0.37
H -28.859 13.985 14.569 0.04
H -27.570 13.068 15.477 0.65
H -27.506 15.526 15.903 -0.48
H -27.761 14.601 17.395 0.03
H -29.742 16.147 15.622 -0.13
H -29.354 16.465 17.259 0.96
H -30.395 15.111 19.358 0.24
H -29.465 13.733 18.575 0.42
H -31.248 13.750 18.777 0.36
C -23.443 20.432 9.923 -1.20
C -24.573 19.506 10.309 0.69
C -24.144 18.790 11.582 -0.12
N -25.049 17.658 12.108 1.02
C -24.974 16.473 11.068 1.07
C -25.818 15.323 11.568 -0.95
C -25.413 14.814 12.935 -0.55
C -25.297 15.999 13.934 0.16
C -24.461 17.174 13.416 0.46
C -26.409 18.221 12.331 -0.07
H -23.284 21.229 10.737 0.04
H -23.590 21.014 9.023 0.64
H -22.495 19.947 9.759 -0.34
H -25.039 18.878 9.513 -0.10
H -25.332 20.211 10.614 -0.04
H -24.094 19.546 12.381 0.13
H -23.171 18.312 11.483 0.41
H -23.912 16.241 10.880 -0.82
H -25.331 16.997 10.160 -0.67
H -25.613 14.587 10.797 1.00
H -26.877 15.601 11.358 -0.32
H -24.416 14.392 12.761 -0.40
H -26.062 14.104 13.273 1.20
H -24.846 15.668 14.858 0.83
H -26.260 16.336 14.228 -0.84
H -23.440 16.801 13.288 -0.41
H -24.334 18.042 14.133 -0.29
H -26.296 19.135 12.931 -0.40
H -27.086 17.504 12.779 0.05
H -26.835 18.421 11.328 0.02
C -29.976 13.084 8.745 -1.38
C -31.216 12.963 9.581 -0.24
C -31.949 14.252 9.861 -0.21
N -33.344 14.122 10.448 0.39
C -34.249 13.799 9.285 -0.55
C -35.702 13.860 9.625 -0.76
C -36.071 15.296 10.091 -0.74
C -35.205 15.601 11.308 -0.71
C -33.719 15.510 11.010 -0.24
C -33.454 13.010 11.507 -0.85
H -29.661 12.092 8.432 0.44
H -29.139 13.543 9.331 0.14
H -30.061 13.663 7.841 0.40
H -31.004 12.449 10.555 0.28
H -31.896 12.298 9.032 0.28
H -32.023 14.803 8.954 0.37
H -31.435 14.912 10.552 0.17
H -34.008 14.575 8.563 0.33
H -33.999 12.768 9.023 0.41
H -36.265 13.572 8.749 0.45
H -35.920 13.069 10.377 0.32
H -35.890 16.053 9.270 0.26
H -37.094 15.338 10.447 0.42
H -35.412 16.638 11.605 0.40
H -35.408 14.947 12.142 0.36
H -33.388 16.169 10.248 0.54
H -33.081 15.727 11.909 -0.21
H -32.749 13.235 12.284 0.02
H -33.183 12.104 10.940 0.40
H -34.452 12.978 11.911 0.52
C -22.600 22.063 14.280 -0.80
C -23.895 21.936 15.200 1.97
C -23.454 21.531 16.627 -0.61
N -24.382 21.858 17.773 0.93
C -23.639 21.597 19.032 -0.61
C -24.439 21.544 20.292 -0.60
C -25.582 20.599 20.093 -0.78
C -26.491 21.034 18.916 -0.53
C -25.612 20.956 17.701 0.13
C -24.941 23.273 17.766 -1.19
H -22.044 22.986 14.477 0.54
H -22.856 21.982 13.183 0.22
H -21.893 21.239 14.447 -0.37
H -24.568 21.176 14.699 -0.45
H -24.484 22.843 15.161 -0.52
H -22.524 22.065 16.834 0.59
H -23.240 20.491 16.814 -0.33
H -23.191 20.658 18.806 0.34
H -22.781 22.294 19.075 0.41
H -23.924 21.254 21.190 0.47
H -24.924 22.485 20.640 0.27
H -25.217 19.582 20.022 0.22
H -26.076 20.542 21.082 0.48
H -27.287 20.362 18.668 0.49
H -26.963 22.008 19.106 0.30
H -25.288 19.909 17.557 -0.34
H -26.049 21.201 16.753 -0.12
H -25.914 23.279 17.350 0.46
H -24.362 23.926 17.130 0.43
H -24.970 23.746 18.729 0.31
C -14.773 16.482 15.548 -1.43
C -15.661 17.164 14.451 -0.31
C -16.576 18.242 14.966 -0.44
N -17.303 18.984 13.902 0.72
C -17.842 18.176 12.783 -0.05
C -19.040 17.361 13.302 -0.30
C -20.128 18.180 13.881 1.06
C -19.634 19.036 15.033 -0.22
C -18.445 19.839 14.526 -0.45
C -16.284 19.886 13.385 -0.61
H -13.950 17.138 15.787 0.38
H -14.383 15.575 15.132 0.40
H -15.260 16.206 16.531 0.32
H -16.197 16.388 13.941 0.30
H -14.905 17.558 13.740 0.19
H -16.095 18.919 15.657 0.43
H -17.298 17.629 15.548 0.35
H -16.997 17.578 12.368 0.63
H -18.157 18.960 12.104 -0.75
H -18.661 16.650 14.088 0.66
H -19.519 16.726 12.457 -0.51
H -20.908 17.505 14.206 -0.18
H -20.567 18.876 13.138 -0.38
H -19.361 18.515 15.987 0.10
H -20.456 19.664 15.297 -0.19
H -17.937 20.392 15.334 0.62
H -18.777 20.519 13.777 -0.15
H -16.538 20.502 12.515 0.01
H -15.373 19.286 13.207 0.28
H -16.081 20.644 14.182 0.40
C -30.126 29.840 11.656 -1.62
C -29.034 29.295 12.525 0.00
C -28.099 30.384 12.926 -0.75
N -27.062 30.007 14.039 -0.01
C -26.438 28.617 13.706 -0.85
C -25.210 28.292 14.509 -0.85
C -24.207 29.434 14.460 -0.75
C -24.802 30.705 14.998 -0.70
C -25.945 31.022 13.991 -0.68
C -27.779 30.059 15.357 -0.80
H -30.676 30.622 12.124 0.41
H -30.881 29.094 11.425 0.40
H -29.770 30.229 10.714 0.37
H -28.513 28.482 12.031 0.30
H -29.493 28.880 13.418 0.33
H -28.614 31.292 13.246 0.43
H -27.533 30.732 12.077 0.40
H -26.235 28.723 12.663 0.42
H -27.250 27.921 13.790 0.66
H -24.836 27.409 14.125 0.50
H -25.332 28.062 15.571 0.30
H -23.822 29.545 13.454 0.38
H -23.417 29.145 15.114 0.39
H -24.141 31.507 14.921 0.41
H -25.181 30.527 15.985 0.28
H -25.554 30.951 12.959 0.42
H -26.382 32.015 14.145 0.51
H -28.137 31.080 15.537 0.32
H -27.088 29.795 16.186 0.40
H -28.614 29.429 15.177 0.37
C -32.022 26.769 -0.195 -1.33
C -31.394 26.565 1.214 -0.20
C -32.524 26.549 2.244 -0.72
N -32.096 26.269 3.704 0.18
C -33.399 26.242 4.546 -0.84
C -33.236 26.140 6.087 -0.66
C -32.426 27.276 6.629 -0.46
C -31.049 27.336 5.871 -0.84
C -31.168 27.375 4.310 -0.52
C -31.384 24.951 3.865 -1.01
H -32.857 26.091 -0.406 0.35
H -31.248 26.579 -0.917 0.41
H -32.384 27.799 -0.312 0.35
H -30.634 27.261 1.520 0.35
H -30.896 25.603 1.232 0.28
H -33.253 25.829 1.966 0.42
H -33.129 27.514 2.306 0.34
H -33.843 27.229 4.381 0.41
H -33.968 25.509 4.049 0.59
H -34.302 26.162 6.456 0.35
H -32.797 25.189 6.378 0.33
H -32.948 28.256 6.484 0.30
H -32.303 27.094 7.737 0.28
H -30.580 28.279 6.126 0.41
H -30.381 26.517 6.147 0.36
H -31.586 28.373 3.981 0.38
H -30.175 27.255 3.747 0.40
H -31.039 24.825 4.876 0.41
H -30.659 24.814 3.118 0.35
H -32.134 24.173 3.758 0.38
C -22.814 12.035 14.694 -1.97
C -23.181 13.328 15.395 1.61
C -23.327 13.052 16.899 -0.28
O -24.669 12.839 17.280 -0.17
C -24.797 12.681 18.631 -0.86
N -22.192 14.425 15.219 0.45
H -21.330 13.932 15.434 0.45
H -22.104 14.631 14.218 0.00
H -22.434 15.698 15.694 -0.05
H -23.456 11.223 14.997 0.43
H -21.856 11.737 15.030 0.52
H -22.731 12.186 13.658 0.41
H -24.110 13.664 15.088 -0.89
H -23.108 13.975 17.575 -0.08
H -22.713 12.217 17.270 0.37
H -24.373 13.513 19.186 0.35
H -24.319 11.773 18.996 0.35
H -25.869 12.622 18.814 0.21
C -20.145 19.827 8.538 -1.82
C -19.107 18.900 9.341 1.53
C -19.130 17.515 8.821 0.41
O -18.179 16.793 9.621 -0.34
C -18.245 15.385 9.258 -0.59
N -17.828 19.597 9.354 -0.33
H -17.089 19.059 9.809 0.32
H -17.444 19.876 8.487 0.37
H -17.740 20.916 10.105 0.49
H -19.700 20.147 7.592 0.57
H -20.483 20.637 9.199 0.37
H -21.015 19.205 8.259 0.28
H -19.591 18.835 10.324 -0.81
H -18.860 17.490 7.754 0.47
H -20.151 17.073 9.006 -0.82
H -18.278 15.390 8.160 0.27
H -19.061 14.942 9.758 0.07
H -17.296 14.950 9.462 0.30
C -30.611 21.946 14.701 -1.73
C -29.956 20.838 13.857 0.83
C -29.851 21.232 12.365 -1.01
O -29.115 20.213 11.810 0.18
C -29.070 20.232 10.376 -0.84
N -28.593 20.518 14.304 2.00
H -28.617 19.876 15.175 -0.42
H -28.007 20.030 13.594 -1.11
H -27.986 21.281 14.532 0.61
H -29.984 22.831 14.699 0.31
H -30.704 21.584 15.719 0.42
H -31.601 22.201 14.344 0.44
H -30.619 20.010 13.843 0.32
H -29.333 22.200 12.280 0.17
H -30.854 21.277 11.883 0.48
H -28.594 21.181 10.013 0.19
H -30.100 20.361 10.034 0.44
H -28.619 19.355 9.999 0.16
C -26.576 23.936 12.558 -0.70
C -26.446 23.707 13.984 0.53
O -25.948 24.625 14.675 -0.71
O -26.856 22.603 14.413 -0.73
H -27.226 23.251 12.067 0.05
H -25.601 23.838 12.064 0.26
H -26.964 24.972 12.457 0.02
C -18.171 23.214 12.323 -1.26
C -18.326 21.936 11.529 0.53
O -17.485 21.807 10.573 -0.59
O -19.179 21.092 11.772 -0.33
H -17.770 24.012 11.710 0.44
H -17.525 23.049 13.162 0.23
H -19.255 23.658 12.522 0.20
C -21.987 13.882 10.745 -1.70
C -21.913 15.352 11.345 -0.16
O -21.592 16.322 10.645 0.20
O -22.120 15.389 12.615 -0.83
H -21.467 13.257 11.510 0.42
H -21.351 13.745 9.822 0.24
H -22.977 13.450 10.557 0.36
C -26.475 17.553 17.588 -1.11
C -27.470 18.163 16.547 0.94
O -28.376 18.859 16.966 -0.88
O -27.264 17.934 15.294 0.64
H -25.409 17.741 17.426 -0.46
H -26.433 16.495 17.609 0.17
H -26.735 17.871 18.567 0.52
C -21.716 16.795 18.164 -1.59
C -22.479 17.415 16.966 0.27
O -22.905 18.570 17.126 -0.62
O -22.625 16.753 15.882 0.47
H -21.059 15.992 17.800 0.34
H -22.436 16.323 18.904 0.29
H -21.193 17.541 18.814 0.37
C -27.534 16.224 7.050 -1.12
C -26.694 16.926 8.143 0.57
O -27.268 17.524 9.076 -0.59
O -25.506 16.890 7.984 -0.30
H -27.941 15.240 7.393 -0.09
H -26.929 15.941 6.219 0.12
H -28.379 16.825 6.667 0.41
C -30.190 16.713 12.822 -0.29
C -31.296 16.071 13.548 0.79
O -31.420 14.831 13.393 -1.09
O -31.954 16.860 14.324 -0.95
H -29.988 17.653 13.345 -0.12
H -30.558 16.988 11.850 0.62
H -29.362 16.028 12.613 -0.13

***

11
Properties=species:S:1:pos:R:3:mulliken_charge:R:1 method="wB97M-V/def2-TZVPD" homo_ev=-14.96 de_lowest_kj_mol=109.75 charge=+1 energy_ha=-570.47618 gap_ev=8.46 max_force_ev_per_a=3.42
C 1.326 0.587 -0.751 -0.36
C -1.864 -1.114 0.347 -0.16
C 0.157 0.803 0.107 -0.01
N 0.962 -0.292 0.345 -0.45
S -1.608 0.289 -0.407 0.15
H 0.950 0.326 -1.783 0.23
H 2.187 1.214 -0.690 0.33
H -1.158 -1.656 0.959 0.31
H -2.746 -1.702 0.138 0.30
H 0.214 1.808 0.603 0.43
H 1.580 -0.264 1.134 0.24

***

72
Properties=species:S:1:pos:R:3:mulliken_charge:R:1 method="wB97M-V/def2-TZVPD" homo_ev=-14.11 de_lowest_kj_mol=471.10 charge=+2 energy_ha=-5182.55383 gap_ev=7.56 max_force_ev_per_a=0.53
W -0.112 0.003 1.210 2.62
O 0.471 -1.287 2.531 -0.75
As -1.593 -1.865 4.487 0.51
O -2.303 -0.427 4.259 -0.51
O -1.038 0.907 2.266 -0.52
C -2.594 -2.948 3.173 0.60
C -2.558 -4.325 3.340 -0.36
C -3.371 -5.165 2.580 -0.70
C -4.228 -4.628 1.635 -0.61
C -4.265 -3.253 1.428 -0.65
C -3.453 -2.425 2.191 0.17
S -3.512 -0.685 1.763 0.83
O -1.779 -1.117 0.769 -0.43
O -4.467 -0.577 0.690 -0.48
O -1.422 -0.138 -0.200 -0.60
H 0.687 -2.180 2.239 0.23
H -1.912 -4.757 4.097 0.44
H -3.345 -6.234 2.744 0.46
H -4.878 -5.272 1.058 0.45
H -4.924 -2.830 0.682 0.53
N -0.195 3.737 -0.893 0.16
C -0.467 2.439 -0.923 -0.73
N 0.107 1.888 0.134 0.38
C 0.711 2.929 0.785 0.24
N 0.558 4.071 0.179 -0.74
C 1.480 2.624 1.986 0.51
C 2.188 3.543 2.738 -0.52
N 2.910 3.160 3.786 -0.49
C 2.924 1.870 4.082 -0.48
C 2.209 0.930 3.342 -0.29
N 1.494 1.315 2.294 0.35
H -0.490 4.453 -1.541 0.23
H -1.050 1.933 -1.673 0.68
H 2.168 4.596 2.488 0.50
H 3.514 1.558 4.934 0.42
H 2.195 -0.121 3.590 0.52
O 6.287 -2.167 -1.720 -0.51
C 6.020 -0.794 -1.575 -0.53
C 4.639 -0.626 -1.017 -0.16
C 4.095 0.632 -0.796 -1.39
C 2.826 0.730 -0.279 -0.11
N 2.048 -0.316 0.048 0.81
C 2.562 -1.535 -0.211 0.38
C 3.836 -1.714 -0.728 -0.94
C 1.670 -2.705 -0.049 0.21
C 2.145 -4.008 -0.070 -0.51
C 1.244 -5.062 -0.054 0.36
C 1.722 -6.494 -0.042 -0.78
O 3.114 -6.597 -0.211 -0.52
C -0.110 -4.751 -0.026 -1.16
C -0.498 -3.427 0.049 -1.00
N 0.370 -2.408 0.058 0.28
H 7.182 -2.290 -2.051 0.33
H 6.074 -0.263 -2.533 0.36
H 6.728 -0.310 -0.892 0.37
H 4.640 1.538 -1.029 0.57
H 2.415 1.713 -0.143 0.35
H 4.208 -2.702 -0.945 0.64
H 3.200 -4.233 -0.097 0.68
H 1.167 -7.068 -0.788 0.45
H 1.473 -6.922 0.934 0.30
H 3.319 -6.897 -1.102 0.31
H -0.866 -5.526 -0.045 0.52
H -1.545 -3.169 0.100 0.74
S 0.821 -0.957 -4.891 -0.11
C 1.249 0.683 -5.082 -0.36
C 1.226 1.304 -3.875 -0.61
N 0.876 0.513 -2.806 0.23
C 0.635 -0.701 -3.215 -0.27
H 1.493 1.099 -6.045 0.45
H 1.474 2.344 -3.717 0.41
H 0.324 -1.498 -2.553 0.23